(1)
The following is a DFT calculation (wB97M-V/def2-TZVPD) of a cluster of 2 separate species, C4H12N2S in total.

Geometry (Å):
1 C 5.532 -0.050 0.972
2 C 5.858 0.721 -0.322
3 C -9.310 0.391 -1.262
4 C -9.441 -0.722 -0.386
5 N 6.595 -0.804 1.676
6 N 4.991 1.314 -1.098
7 S -9.319 -0.460 1.244
8 H 4.508 0.133 1.229
9 H 6.923 0.756 -0.592
10 H -9.416 0.073 -2.341
11 H -8.326 0.891 -1.325
12 H -10.031 1.249 -1.129
13 H -9.418 -1.680 -0.788
14 H 6.579 -1.871 1.500
15 H 6.679 -0.676 2.733
16 H 7.392 -0.203 1.418
17 H 3.990 1.143 -1.007
18 H 5.144 1.677 -2.042
19 H -9.619 -1.702 1.677

orbital gap: 5.798 eV
LUMO level: -7.93 eV
charge: +2


(2)
The following is a DFT calculation (wB97M-V/def2-TZVPD) of the molecule C3H10NO2P.

Geometry (Å):
1 C -1.199 1.163 0.473
2 C -0.856 -1.141 -0.614
3 C -0.278 0.050 0.082
4 N 0.543 -0.622 1.457
5 O 1.904 -0.588 -1.574
6 O 2.222 1.331 0.067
7 P 1.274 0.673 -0.783
8 H -2.212 0.719 0.994
9 H -1.596 1.556 -0.479
10 H -0.873 1.882 1.307
11 H -1.097 -1.935 0.127
12 H -0.084 -1.502 -1.244
13 H -1.839 -0.859 -1.088
14 H -0.177 -0.961 2.146
15 H 2.293 -1.210 -0.902
16 H 1.063 0.107 1.916
17 H 0.915 1.337 -1.885

orbital gap: 10.702 eV
LUMO level: 0.78 eV
SMILES: CC(C)(N)[P@@H](=O)O


(3)
The following is a DFT calculation (wB97M-V/def2-TZVPD) of a cluster of 11 separate species, C4H31N3O11 in total.

Geometry (Å):
1 O 0.656 1.219 -0.976
2 C 0.095 1.631 0.037
3 N -1.227 1.855 -0.041
4 C -1.871 2.771 0.880
5 C 1.031 1.825 1.309
6 N 1.174 0.494 1.877
7 C 2.533 0.203 2.292
8 N 3.111 -1.089 1.805
9 H -1.706 1.654 -0.885
10 H -2.678 2.323 1.285
11 H -2.184 3.733 0.510
12 H -1.112 2.872 1.724
13 H 0.817 2.341 2.274
14 H 1.954 2.293 0.980
15 H 0.701 -0.221 1.304
16 H 3.230 1.008 1.985
17 H 2.536 0.204 3.425
18 H 3.281 -0.817 0.851
19 H 2.431 -1.794 1.699
20 H 1.301 -4.208 0.965
21 H 1.450 -3.024 -0.104
22 O 0.996 -3.265 0.770
23 H 0.058 1.028 -4.252
24 H 0.982 1.691 -3.248
25 O 0.789 1.585 -4.170
26 H -0.554 0.752 -2.132
27 H -0.952 -0.494 -2.728
28 O -1.262 0.410 -2.760
29 H -3.248 0.547 -1.992
30 H -4.351 0.703 -0.925
31 O -3.703 1.108 -1.357
32 H -0.823 -3.129 -2.304
33 H -1.010 -2.181 -0.973
34 O -0.515 -2.394 -1.774
35 H -1.349 -2.582 0.617
36 H -2.587 -1.852 1.081
37 O -1.699 -1.712 0.548
38 H -2.453 0.020 1.002
39 H -2.774 -0.071 2.518
40 O -3.293 -0.097 1.737
41 H 2.904 -2.451 -1.704
42 H 1.681 -3.299 -2.216
43 O 2.337 -3.175 -1.469
44 H 2.209 0.490 -1.224
45 H 3.475 0.390 -2.088
46 O 3.131 0.226 -1.235
47 H -0.819 -0.093 3.269
48 H -0.918 1.238 4.138
49 O -1.390 0.535 3.754

orbital gap: 9.026 eV
LUMO level: 0.05 eV
SMILES: CNC(=O)CNCN.O.O.O.O.O.O.O.O.O.O


(4)
The following is a DFT calculation (wB97M-V/def2-TZVPD) of a cluster of 2 separate species, C3H11N3 in total.

Geometry (Å):
1 C -1.314 0.959 -0.659
2 C -1.524 -0.840 0.912
3 C 1.789 -0.946 -0.690
4 N 1.382 0.900 0.658
5 N -0.847 -0.297 -0.253
6 N 1.038 -0.343 0.415
7 H -0.531 1.690 -1.035
8 H -1.923 0.804 -1.596
9 H -1.886 1.504 0.083
10 H -2.406 -1.518 0.692
11 H -0.654 -1.391 1.387
12 H -1.828 -0.027 1.540
13 H 2.785 -1.008 -0.417
14 H 1.300 -1.846 -0.823
15 H 1.707 -0.422 -1.612
16 H 1.908 1.335 -0.027
17 H 1.003 1.447 1.423

orbital gap (spin up / spin down): 8.201 / 8.207 eV
LUMO level (spin up / spin down): 1.03 / 1.03 eV


(5)
The following is a DFT calculation (wB97M-V/def2-TZVPD) of a structure of composition C30H44InN6O6S2.

Geometry (Å):
1 In -0.085 -0.441 0.730
2 C -2.242 -0.851 3.161
3 C -2.926 0.290 2.426
4 O -2.068 0.668 1.342
5 C -2.671 1.582 0.423
6 C -1.721 1.725 -0.754
7 O -0.312 1.629 -0.383
8 C 0.259 2.791 0.236
9 C 0.041 2.824 1.722
10 O 0.390 1.548 2.261
11 C -0.074 1.474 3.627
12 C -0.117 0.028 4.024
13 O -0.812 -0.763 3.063
14 H -2.497 -1.793 2.686
15 H -2.549 -0.889 4.206
16 H -3.107 1.166 3.053
17 H -3.881 -0.066 2.038
18 H -2.872 2.517 0.952
19 H -3.612 1.190 0.034
20 H -1.900 2.652 -1.298
21 H -1.862 0.886 -1.424
22 H -0.147 3.692 -0.226
23 H 1.328 2.748 0.028
24 H -0.996 3.056 1.966
25 H 0.671 3.600 2.165
26 H -1.055 1.946 3.702
27 H 0.615 2.017 4.278
28 H -0.555 -0.103 5.014
29 H 0.899 -0.362 4.051
30 C -3.665 -7.081 -3.376
31 C -3.240 -5.828 -2.669
32 C -3.989 -4.656 -2.798
33 C -3.643 -3.508 -2.113
34 C -2.516 -3.532 -1.294
35 C -1.746 -4.683 -1.147
36 C -2.116 -5.821 -1.839
37 S -2.118 -2.090 -0.426
38 O -3.293 -1.314 -0.155
39 O -1.298 -2.472 0.764
40 N -1.080 -1.133 -1.252
41 C 0.056 -1.819 -1.743
42 C 0.052 -2.593 -2.899
43 C 1.181 -3.338 -3.186
44 C 2.281 -3.275 -2.332
45 C 2.223 -2.425 -1.248
46 N 1.133 -1.697 -0.969
47 H -4.055 -6.862 -4.369
48 H -4.466 -7.566 -2.813
49 H -2.845 -7.791 -3.465
50 H -4.864 -4.652 -3.435
51 H -4.240 -2.609 -2.196
52 H -0.884 -4.689 -0.493
53 H -1.534 -6.727 -1.726
54 H -0.830 -2.625 -3.523
55 H 1.201 -3.978 -4.058
56 H 3.167 -3.868 -2.511
57 H 3.066 -2.306 -0.576
58 N 4.171 -4.747 4.672
59 C 4.549 -3.662 3.984
60 S 6.090 -3.131 3.883
61 C 3.451 -2.940 3.249
62 C 3.609 -1.590 2.939
63 C 2.618 -0.937 2.249
64 N 1.485 -1.548 1.842
65 C 1.321 -2.843 2.137
66 C 2.277 -3.559 2.835
67 H 4.873 -5.262 5.181
68 H 3.217 -5.054 4.750
69 H 4.509 -1.074 3.243
70 H 2.718 0.114 2.005
71 H 0.403 -3.306 1.811
72 H 2.095 -4.611 3.011
73 N 3.979 2.676 -3.643
74 C 3.782 1.295 -4.206
75 C 2.433 0.762 -3.718
76 N 2.134 1.138 -2.332
77 C 3.324 1.462 -1.564
78 C 4.128 2.645 -2.137
79 H 3.174 3.248 -3.900
80 H 4.796 3.122 -4.064
81 H 4.621 0.694 -3.864
82 H 3.820 1.349 -5.292
83 H 2.454 -0.326 -3.820
84 H 1.635 1.126 -4.365
85 H 1.393 1.819 -2.252
86 H 3.959 0.575 -1.527
87 H 3.052 1.701 -0.537
88 H 5.190 2.549 -1.915
89 H 3.779 3.603 -1.758

orbital gap: 6.971 eV
LUMO level: -7.68 eV
charge: +3


(6)
The following is a DFT calculation (wB97M-V/def2-TZVPD) of the molecule C15H15N3O3S.

Geometry (Å):
1 C 4.795 2.573 -0.407
2 H 4.444 2.877 0.449
3 O 5.313 1.317 -0.467
4 C 4.244 0.240 -0.251
5 C 2.870 0.337 -0.204
6 C 1.902 -0.636 0.214
7 C 2.355 -1.979 0.366
8 C 3.772 -2.079 -0.096
9 C 4.621 -1.026 -0.281
10 O 6.034 -1.344 -0.364
11 H 6.382 -0.250 -0.470
12 H 4.082 -3.007 -0.050
13 H 1.788 -2.858 0.250
14 C 0.571 -0.192 0.380
15 N 0.087 0.892 0.182
16 N -1.289 1.082 0.612
17 C -1.724 2.198 0.486
18 O -1.185 3.328 0.326
19 C -3.165 2.434 0.592
20 H -3.666 3.394 0.873
21 H -3.581 1.726 1.438
22 S -4.289 1.720 -0.612
23 C -4.239 0.025 -0.335
24 N -3.564 -0.503 0.787
25 C -3.574 -1.676 0.661
26 C -4.279 -2.715 0.196
27 C -5.106 -2.436 -0.861
28 C -5.021 -0.747 -1.198
29 H -5.705 -0.515 -1.864
30 H -5.710 -2.954 -1.363
31 H -4.377 -3.669 0.429
32 H -2.987 -2.187 1.608
33 H -1.825 0.358 0.670
34 H -0.131 -1.271 0.486
35 H 2.398 1.442 -0.070
36 H 5.693 3.352 -0.633
37 H 4.064 2.748 -1.480

orbital gap: 8.244 eV
LUMO level: -0.02 eV
SMILES: COc1cc(/C=N/NC(=O)CSc2ccccn2)ccc1O


(7)
The following is a DFT calculation (wB97M-V/def2-TZVPD) of a structure of composition C26H40AuN2O2S2SbSi3.

Geometry (Å):
1 Au -0.807 -0.306 -0.793
2 C 6.200 1.522 -5.088
3 C 5.406 1.415 -3.815
4 C 4.111 1.908 -3.734
5 C 3.362 1.781 -2.572
6 C 3.913 1.156 -1.470
7 C 5.202 0.642 -1.535
8 C 5.941 0.776 -2.698
9 S 3.008 0.986 0.061
10 O 3.154 -0.425 0.393
11 O 3.634 1.915 0.987
12 N 1.530 1.250 -0.312
13 C 0.882 2.458 -0.288
14 C 1.268 3.622 0.317
15 C 0.457 4.798 0.435
16 C -0.889 4.928 0.474
17 C -1.842 3.834 0.491
18 C -3.068 3.957 1.141
19 C -3.921 2.871 1.256
20 C -3.509 1.661 0.719
21 N -2.373 1.531 0.049
22 C -1.571 2.596 -0.120
23 H 5.813 2.316 -5.726
24 H 6.156 0.590 -5.656
25 H 7.250 1.732 -4.887
26 H 3.670 2.391 -4.597
27 H 2.338 2.132 -2.539
28 H 5.616 0.138 -0.672
29 H 6.948 0.376 -2.742
30 H 2.256 3.665 0.753
31 H 1.011 5.716 0.616
32 H -1.298 5.914 0.676
33 H -3.337 4.914 1.575
34 H -4.875 2.952 1.759
35 H -4.112 0.766 0.827
36 S -0.626 1.516 -2.468
37 C -0.412 2.392 -0.989
38 C 3.442 -3.064 -1.511
39 Si 2.390 -3.756 -0.137
40 C 2.123 -5.588 -0.441
41 C 3.137 -3.579 1.560
42 Sb 0.100 -2.644 -0.220
43 Si -1.133 -3.886 -2.078
44 C -2.950 -3.449 -1.919
45 C -0.996 -5.759 -2.156
46 C -0.461 -3.161 -3.667
47 Si -1.019 -3.560 1.870
48 C -0.270 -2.634 3.313
49 C -0.800 -5.408 2.126
50 C -2.846 -3.156 1.764
51 H 4.453 -3.472 -1.442
52 H 3.501 -1.982 -1.450
53 H 3.031 -3.341 -2.484
54 H 3.105 -6.066 -0.397
55 H 1.697 -5.790 -1.418
56 H 1.488 -6.057 0.305
57 H 4.128 -4.039 1.557
58 H 2.532 -4.100 2.304
59 H 3.229 -2.537 1.837
60 H -3.462 -4.089 -1.202
61 H -3.432 -3.577 -2.890
62 H -3.082 -2.413 -1.611
63 H -1.136 -6.244 -1.193
64 H -0.041 -6.086 -2.560
65 H -1.782 -6.110 -2.828
66 H -0.534 -2.074 -3.644
67 H -1.032 -3.533 -4.520
68 H 0.587 -3.416 -3.821
69 H 0.809 -2.757 3.363
70 H -0.702 -2.980 4.254
71 H -0.466 -1.567 3.214
72 H 0.223 -5.656 2.403
73 H -1.052 -5.977 1.233
74 H -1.457 -5.737 2.934
75 H -3.002 -2.170 1.328
76 H -3.277 -3.158 2.767
77 H -3.388 -3.879 1.157

<S²>: 0.76
orbital gap (spin up / spin down): 5.300 / 6.280 eV
LUMO level (spin up / spin down): 2.41 / 2.40 eV
charge: -1
spin multiplicity: 2


(8)
The following is a DFT calculation (wB97M-V/def2-TZVPD) of a structure of composition C3H4CaMgO4.

Geometry (Å):
1 O 1.007 -1.629 -0.584
2 C 0.345 -0.441 -0.557
3 O 1.182 0.699 -0.588
4 C 2.170 0.706 -1.655
5 Mg 2.642 -1.353 -1.532
6 H -0.556 -0.293 0.415
7 H 2.915 1.460 -1.361
8 H 1.685 1.084 -2.577
9 H -0.400 -0.344 -1.379
10 O -2.499 1.078 2.106
11 C -2.083 -0.070 1.836
12 O -2.554 -1.091 2.383
13 Ca -3.854 0.194 3.494

<S²>: 0.76
orbital gap (spin up / spin down): 5.333 / 4.917 eV
LUMO level (spin up / spin down): -5.16 / -5.56 eV
charge: +1
spin multiplicity: 2


Relative energy (zero: lowest compared OMol25 entry of this formula, charge and spin), respectively: 163.7, 263.7, 262.6, 465.3, 50.2, 1367.3, 0.0, 110.5 kJ/mol.